Entry 1:
{"formula": "C5H12NO", "method": "ωB97M-V/def2-TZVPD", "multiplicity": 2, "homo_lumo_gap_ha": [0.3574, 0.2992], "de_lowest_kcal_mol": 26.69, "e_homo_ev": [-8.73, -9.35], "lumo_energy_ev": [1.0, -1.2], "symbols": ["C", "C", "N", "C", "C", "C", "O", "H", "H", "H", "H", "H", "H", "H", "H", "H", "H", "H", "H"], "positions_angstrom": [[-2.083, -0.530, -1.000], [-1.035, -0.406, 0.059], [-0.030, 0.614, -0.414], [0.878, -0.043, -1.367], [0.724, 1.112, 0.697], [1.343, 0.060, 1.840], [2.241, -0.730, 1.339], [-1.950, -1.245, -1.820], [-2.263, 0.395, -1.553], [-3.059, -0.867, -0.618], [-1.398, -0.139, 1.056], [-0.576, -1.379, 0.299], [1.896, -0.124, -0.995], [0.895, 0.435, -2.351], [0.552, -1.055, -1.628], [1.560, 1.735, 0.381], [0.060, 1.676, 1.357], [0.415, -0.362, 2.272], [1.830, 0.855, 2.445]]}


Entry 2:
{"formula": "C22H28N6O3", "method": "ωB97M-V/def2-TZVPD", "smiles": "CCN1CCN(c2nc3c(C)cccn3c(=O)c2/C=C(\\C#N)C(=O)NCCOC)CC1", "homo_lumo_gap_ha": 0.2772, "de_lowest_kcal_mol": 66.25, "e_homo_ev": -8.05, "lumo_energy_ev": -0.5, "symbols": ["C", "C", "N", "C", "C", "N", "C", "N", "C", "C", "C", "C", "C", "C", "N", "C", "O", "C", "C", "C", "C", "N", "C", "O", "N", "C", "C", "O", "C", "C", "C", "H", "H", "H", "H", "H", "H", "H", "H", "H", "H", "H", "H", "H", "H", "H", "H", "H", "H", "H", "H", "H", "H", "H", "H", "H", "H", "H", "H"], "positions_angstrom": [[-4.358, -4.280, 1.582], [-3.238, -4.718, 0.632], [-2.369, -3.672, 0.136], [-1.565, -3.012, 1.139], [-0.452, -2.204, 0.456], [-1.048, -1.252, -0.450], [-1.137, 0.068, -0.210], [-2.193, 0.693, -0.762], [-2.495, 1.915, -0.415], [-3.602, 2.569, -1.044], [-4.281, 1.850, -2.161], [-3.992, 3.796, -0.595], [-3.308, 4.420, 0.470], [-2.243, 3.796, 1.030], [-1.833, 2.576, 0.591], [-0.611, 2.039, 1.142], [-0.025, 2.696, 1.980], [-0.206, 0.784, 0.584], [1.150, 0.422, 0.835], [1.985, -0.306, 0.041], [1.622, -0.809, -1.214], [1.387, -1.208, -2.269], [3.387, -0.512, 0.494], [3.754, -0.226, 1.620], [4.203, -1.091, -0.423], [5.622, -1.197, -0.203], [6.402, -0.124, -0.988], [5.942, 1.184, -0.785], [6.167, 1.699, 0.511], [-1.912, -1.886, -1.420], [-3.006, -2.690, -0.716], [-3.949, -3.817, 2.477], [-4.941, -5.147, 1.881], [-5.024, -3.572, 1.094], [-3.678, -5.207, -0.241], [-2.602, -5.449, 1.140], [-1.112, -3.766, 1.785], [-2.157, -2.320, 1.767], [0.140, -1.698, 1.216], [0.191, -2.882, -0.113], [-3.571, 1.662, -2.964], [-5.116, 2.429, -2.545], [-4.636, 0.882, -1.814], [-4.830, 4.299, -1.054], [-3.621, 5.386, 0.830], [-1.645, 4.205, 1.830], [1.605, 0.879, 1.708], [3.875, -1.182, -1.374], [5.783, -1.078, 0.871], [5.973, -2.186, -0.513], [6.284, -0.299, -2.061], [7.470, -0.209, -0.728], [5.921, 2.758, 0.459], [5.526, 1.221, 1.259], [7.217, 1.581, 0.802], [-2.343, -1.115, -2.056], [-1.293, -2.561, -2.017], [-3.617, -3.207, -1.458], [-3.647, -1.991, -0.151]]}


Entry 3:
{"formula": "C6H10Cl2NO2PS", "method": "ωB97M-V/def2-TZVPD", "smiles": "CC(C)[C@@H]1COC(=O)N1P(=S)(Cl)Cl", "homo_lumo_gap_ha": 0.3510, "e_homo_ev": -9.49, "lumo_energy_ev": 0.1, "symbols": ["C", "C", "C", "C", "C", "O", "C", "O", "N", "P", "S", "Cl", "Cl", "H", "H", "H", "H", "H", "H", "H", "H", "H", "H"], "positions_angstrom": [[2.014, -1.115, -1.113], [0.852, -0.864, -0.143], [1.367, -0.496, 1.276], [0.023, 0.268, -0.671], [0.588, 1.667, -0.473], [-0.406, 2.398, 0.170], [-1.467, 1.718, 0.362], [-2.574, 1.975, 0.778], [-1.261, 0.440, 0.001], [-2.867, -0.517, 0.602], [-3.250, -0.817, 2.463], [-4.119, 0.203, -0.730], [-2.429, -2.245, -0.219], [2.491, -0.212, -1.318], [1.697, -1.698, -1.974], [2.814, -1.616, -0.660], [0.132, -1.736, -0.134], [1.744, -1.302, 1.792], [0.367, -0.221, 1.781], [2.027, 0.319, 1.215], [-0.100, 0.081, -1.804], [1.391, 1.676, 0.259], [0.967, 2.097, -1.461]]}


Entry 4:
{"formula": "C4H4NOS", "method": "ωB97M-V/def2-TZVPD", "smiles": "[O-]/N=C/C=C\\C=S", "homo_lumo_gap_ha": 0.2343, "de_lowest_kcal_mol": 104.72, "e_homo_ev": -2.79, "total_charge": -1, "lumo_energy_ev": 3.6, "symbols": ["O", "N", "C", "C", "C", "C", "S", "H", "H", "H", "H"], "positions_angstrom": [[-2.547, -1.778, -0.160], [-1.639, -0.933, 0.214], [-0.395, -1.310, 0.027], [0.786, -0.556, 0.239], [1.045, 0.784, 0.011], [0.165, 1.840, -0.100], [-1.506, 1.788, 0.020], [-0.093, -2.405, -0.205], [1.720, -1.283, 0.369], [2.048, 0.935, -0.042], [0.416, 2.918, -0.374]]}


Entry 5:
{"formula": "C60H166N25O11P7", "method": "ωB97M-V/def2-TZVPD", "smiles": "CN(C)P(=O)(N(C)C)N(C)C.CN(C)P(=O)(N(C)C)N(C)C.CN(C)P(=O)(N(C)C)N(C)C.CN(C)P(=O)(N(C)C)N(C)C.CN(C)P(=O)(N(C)C)N(C)C.CN(C)P(=O)(N(C)C)N(C)C.CN(C)P(=O)(N(C)C)N(C)C.CC1(C)CCCC(C)(C)N1O.CN(C)C=O.CN(C)C=O.CN(C)C=O", "homo_lumo_gap_ha": 0.2968, "de_lowest_kcal_mol": 0.00, "e_homo_ev": -7.85, "lumo_energy_ev": 0.2, "symbols": ["C", "N", "C", "P", "O", "N", "C", "C", "N", "C", "C", "H", "H", "H", "H", "H", "H", "H", "H", "H", "H", "H", "H", "H", "H", "H", "H", "H", "H", "C", "N", "C", "P", "O", "N", "C", "C", "N", "C", "C", "H", "H", "H", "H", "H", "H", "H", "H", "H", "H", "H", "H", "H", "H", "H", "H", "H", "H", "C", "N", "C", "P", "O", "N", "C", "C", "N", "C", "C", "H", "H", "H", "H", "H", "H", "H", "H", "H", "H", "H", "H", "H", "H", "H", "H", "H", "H", "C", "N", "C", "P", "O", "N", "C", "C", "N", "C", "C", "H", "H", "H", "H", "H", "H", "H", "H", "H", "H", "H", "H", "H", "H", "H", "H", "H", "H", "C", "N", "C", "P", "O", "N", "C", "C", "N", "C", "C", "H", "H", "H", "H", "H", "H", "H", "H", "H", "H", "H", "H", "H", "H", "H", "H", "H", "H", "C", "N", "C", "P", "O", "N", "C", "C", "N", "C", "C", "H", "H", "H", "H", "H", "H", "H", "H", "H", "H", "H", "H", "H", "H", "H", "H", "H", "H", "C", "N", "C", "P", "O", "N", "C", "C", "N", "C", "C", "H", "H", "H", "H", "H", "H", "H", "H", "H", "H", "H", "H", "H", "H", "H", "H", "H", "H", "C", "C", "C", "C", "C", "C", "C", "C", "C", "N", "O", "H", "H", "H", "H", "H", "H", "H", "H", "H", "H", "H", "H", "H", "H", "H", "H", "H", "H", "H", "C", "N", "C", "C", "O", "H", "H", "H", "H", "H", "H", "H", "C", "N", "C", "C", "O", "H", "H", "H", "H", "H", "H", "H", "C", "N", "C", "C", "O", "H", "H", "H", "H", "H", "H", "H"], "positions_angstrom": [[0.051, 1.376, -4.639], [0.296, 2.840, -4.667], [0.727, 3.468, -3.366], [-0.013, 3.727, -6.040], [-0.860, 3.011, -7.112], [-0.789, 5.048, -5.330], [-2.284, 5.073, -5.190], [-0.241, 6.288, -4.706], [1.521, 4.313, -6.489], [2.773, 3.548, -6.333], [1.644, 5.330, -7.523], [0.976, 0.837, -4.433], [-0.443, 1.148, -5.584], [-0.661, 1.077, -3.871], [1.513, 4.198, -3.558], [1.134, 2.740, -2.664], [-0.166, 3.915, -2.930], [-2.718, 5.836, -5.835], [-2.678, 4.109, -5.513], [-2.555, 5.218, -4.144], [0.828, 6.221, -4.503], [-0.432, 7.202, -5.268], [-0.760, 6.284, -3.748], [2.682, 3.193, -5.306], [2.833, 2.785, -7.108], [3.661, 4.161, -6.484], [2.644, 5.752, -7.423], [0.935, 6.138, -7.349], [1.296, 4.958, -8.487], [2.979, -5.016, -4.171], [3.608, -3.716, -4.519], [5.115, -3.760, -4.694], [2.776, -2.347, -4.006], [2.832, -2.232, -2.504], [3.411, -0.974, -4.891], [3.819, 0.256, -4.216], [3.613, -1.009, -6.367], [1.206, -2.617, -4.528], [0.841, -2.821, -5.907], [-0.008, -2.149, -3.744], [2.158, -5.086, -4.884], [2.899, -4.998, -3.084], [3.587, -5.864, -4.486], [5.749, -3.624, -3.819], [5.362, -3.027, -5.462], [5.388, -4.718, -5.136], [3.422, 0.329, -3.203], [4.908, 0.206, -4.201], [3.615, 1.116, -4.854], [4.660, -1.044, -6.668], [3.217, -1.933, -6.788], [3.086, -0.185, -6.848], [-0.217, -3.056, -6.029], [1.079, -1.934, -6.494], [1.438, -3.643, -6.303], [-0.825, -2.864, -3.848], [-0.369, -1.213, -4.171], [0.135, -2.251, -2.668], [-4.402, 1.789, 0.025], [-4.699, 0.427, -0.479], [-4.400, 0.103, -1.857], [-5.538, -0.683, 0.406], [-5.534, -2.058, -0.183], [-4.929, -0.669, 1.970], [-4.396, -1.893, 2.523], [-5.019, 0.384, 3.012], [-7.169, -0.024, 0.489], [-8.015, -0.353, 1.608], [-7.909, 0.197, -0.766], [-3.963, 2.424, -0.745], [-3.798, 1.797, 0.932], [-5.311, 2.227, 0.437], [-4.562, 0.989, -2.472], [-5.084, -0.685, -2.171], [-3.356, -0.194, -1.950], [-4.066, -2.615, 1.776], [-3.561, -1.725, 3.204], [-5.201, -2.419, 3.037], [-5.560, 1.229, 2.586], [-5.552, 0.084, 3.914], [-3.996, 0.625, 3.301], [-8.389, -1.374, 1.689], [-7.451, -0.173, 2.523], [-8.790, 0.410, 1.685], [-7.198, 0.518, -1.528], [-8.717, 0.926, -0.704], [-8.442, -0.679, -1.138], [0.108, 6.072, 2.935], [-0.113, 7.066, 1.902], [0.920, 8.096, 1.724], [-1.665, 7.338, 1.224], [-1.673, 8.295, 0.041], [-2.304, 5.795, 0.846], [-1.528, 4.912, -0.082], [-3.732, 5.586, 0.710], [-2.643, 7.831, 2.490], [-2.842, 7.191, 3.749], [-3.349, 9.135, 2.300], [-0.160, 6.486, 3.907], [1.161, 5.791, 2.906], [-0.431, 5.126, 2.875], [1.014, 8.554, 0.740], [1.915, 7.674, 1.862], [0.699, 8.919, 2.404], [-0.510, 5.288, -0.182], [-1.461, 3.961, 0.445], [-2.023, 4.740, -1.038], [-4.045, 6.050, -0.225], [-4.019, 4.536, 0.753], [-4.196, 6.015, 1.598], [-3.869, 7.350, 4.077], [-2.592, 6.156, 3.517], [-2.147, 7.651, 4.451], [-4.222, 9.332, 2.922], [-3.670, 9.267, 1.266], [-2.671, 9.972, 2.467], [2.904, 2.057, 2.298], [3.656, 2.778, 1.312], [3.047, 4.060, 1.029], [4.282, 1.986, -0.084], [3.242, 1.753, -1.152], [5.641, 2.949, -0.565], [5.530, 3.832, -1.773], [6.717, 3.382, 0.280], [4.999, 0.521, 0.510], [4.868, -0.706, -0.358], [5.894, 0.497, 1.681], [3.474, 1.219, 2.698], [2.012, 1.746, 1.753], [2.615, 2.651, 3.165], [3.758, 4.691, 0.495], [2.746, 4.627, 1.909], [2.130, 3.969, 0.446], [6.242, 3.531, -2.542], [4.537, 3.855, -2.222], [5.821, 4.851, -1.518], [6.355, 3.664, 1.269], [7.361, 2.572, 0.624], [7.293, 4.150, -0.235], [5.065, -0.473, -1.405], [5.503, -1.522, -0.012], [3.825, -1.023, -0.359], [6.899, 0.565, 1.264], [5.710, -0.346, 2.348], [5.829, 1.385, 2.309], [-2.242, -8.887, -1.991], [-2.277, -7.498, -1.382], [-2.836, -7.455, -0.080], [-2.590, -6.157, -2.446], [-3.983, -6.130, -2.926], [-2.282, -4.751, -1.574], [-1.038, -4.611, -0.853], [-2.929, -3.504, -1.969], [-1.266, -6.246, -3.652], [0.142, -6.367, -3.317], [-1.534, -5.688, -4.985], [-3.249, -9.304, -1.971], [-1.577, -9.595, -1.496], [-1.860, -8.941, -3.010], [-3.207, -6.458, 0.156], [-1.995, -7.628, 0.591], [-3.673, -8.152, -0.037], [-1.218, -4.087, 0.085], [-0.615, -5.532, -0.452], [-0.207, -4.123, -1.361], [-3.974, -3.502, -1.661], [-2.488, -2.567, -1.630], [-2.983, -3.530, -3.058], [0.806, -6.548, -4.162], [0.501, -5.497, -2.767], [0.266, -7.154, -2.573], [-1.300, -4.623, -4.989], [-2.585, -5.903, -5.180], [-0.876, -6.206, -5.683], [-1.422, 0.451, 4.328], [-1.797, 1.814, 4.878], [-2.303, 2.832, 3.943], [-2.070, 2.061, 6.576], [-3.216, 2.942, 6.913], [-2.198, 0.478, 7.187], [-1.482, 0.073, 8.437], [-3.428, -0.178, 6.965], [-0.525, 2.604, 7.045], [-0.491, 3.878, 7.802], [0.703, 1.949, 6.781], [-1.047, 0.560, 3.310], [-2.335, -0.139, 4.253], [-0.675, -0.064, 4.932], [-3.260, 2.576, 3.488], [-1.596, 2.935, 3.120], [-2.396, 3.834, 4.360], [-1.638, 0.895, 9.136], [-1.745, -0.953, 8.691], [-0.423, 0.016, 8.186], [-4.063, 0.178, 7.776], [-3.831, -0.030, 5.963], [-3.298, -1.248, 7.130], [-1.170, 3.625, 8.616], [0.527, 4.178, 8.051], [-0.920, 4.707, 7.238], [1.263, 1.911, 7.716], [1.283, 2.582, 6.110], [0.705, 0.933, 6.386], [3.125, -1.436, 3.815], [3.053, -2.635, 4.765], [4.350, -3.528, 4.721], [2.880, -2.091, 6.209], [2.551, -3.122, 7.251], [1.185, -3.719, 6.858], [1.263, -4.390, 5.395], [1.928, -5.761, 5.442], [-0.162, -4.599, 5.098], [1.844, -3.369, 4.432], [1.865, -3.898, 3.118], [3.912, -0.737, 4.098], [3.440, -1.722, 2.812], [2.176, -0.905, 3.746], [4.784, -3.310, 3.746], [5.141, -3.198, 5.394], [4.261, -4.601, 4.888], [3.792, -1.621, 6.576], [2.108, -1.322, 6.201], [3.258, -3.936, 7.413], [2.530, -2.596, 8.206], [0.419, -2.958, 7.005], [1.165, -4.521, 7.596], [1.437, -6.375, 6.198], [2.979, -5.743, 5.733], [1.906, -6.299, 4.494], [-0.663, -3.665, 4.842], [-0.632, -5.037, 5.978], [-0.315, -5.233, 4.225], [1.230, -3.379, 2.619], [-3.273, -1.820, -6.034], [-3.007, -0.453, -6.429], [-3.569, 0.628, -5.536], [-1.987, -0.166, -7.305], [-1.228, -0.986, -7.862], [-4.314, -2.001, -5.769], [-2.608, -2.140, -5.232], [-3.122, -2.446, -6.914], [-3.370, 1.616, -5.951], [-4.650, 0.627, -5.395], [-3.069, 0.450, -4.584], [-1.910, 0.907, -7.537], [0.249, 0.198, -0.728], [-0.059, -0.953, 0.014], [-1.442, -1.124, 0.505], [0.905, -1.838, 0.410], [0.668, -2.795, 1.129], [-0.485, 0.400, -1.508], [1.209, 0.141, -1.242], [0.245, 1.046, -0.043], [-1.658, -0.392, 1.283], [-2.198, -1.028, -0.274], [-1.476, -2.054, 1.072], [1.925, -1.613, 0.063], [3.377, -4.048, 0.021], [4.509, -5.026, 0.307], [5.616, -5.056, -0.660], [4.450, -5.906, 1.311], [5.402, -6.583, 1.579], [2.901, -3.690, 0.934], [2.627, -4.363, -0.704], [3.912, -3.197, -0.400], [5.290, -4.813, -1.671], [6.331, -4.241, -0.548], [6.111, -6.020, -0.772], [3.506, -5.925, 1.877]]}


Entry 6:
{"formula": "C23H25N3O5S", "method": "ωB97M-V/def2-TZVPD", "smiles": "CN(C(=O)CS(=O)(=O)c1cn(CC(=O)N2CCOCC2)c2ccccc12)c1ccccc1", "homo_lumo_gap_ha": 0.3352, "de_lowest_kcal_mol": 53.66, "e_homo_ev": -8.50, "lumo_energy_ev": 0.6, "symbols": ["C", "N", "C", "O", "C", "S", "O", "O", "C", "C", "N", "C", "C", "O", "N", "C", "C", "O", "C", "C", "C", "C", "C", "C", "C", "C", "C", "C", "C", "C", "C", "C", "H", "H", "H", "H", "H", "H", "H", "H", "H", "H", "H", "H", "H", "H", "H", "H", "H", "H", "H", "H", "H", "H", "H", "H", "H"], "positions_angstrom": [[-0.199, 2.035, 3.721], [0.351, 0.697, 3.641], [1.156, 0.381, 2.604], [1.477, 1.197, 1.755], [1.614, -1.044, 2.490], [0.622, -1.792, 1.129], [1.298, -3.000, 0.732], [-0.739, -1.913, 1.585], [0.680, -0.650, -0.202], [1.662, -0.593, -1.149], [1.420, 0.429, -2.012], [2.206, 0.758, -3.170], [1.351, 0.946, -4.434], [1.401, 1.993, -5.051], [0.568, -0.079, -4.820], [0.427, -1.388, -4.220], [-1.006, -1.547, -3.690], [-1.945, -1.344, -4.719], [-1.808, -0.062, -5.289], [-0.406, 0.131, -5.876], [0.271, 1.072, -1.616], [-0.380, 2.177, -2.154], [-1.539, 2.593, -1.534], [-2.047, 1.936, -0.409], [-1.407, 0.845, 0.134], [-0.233, 0.407, -0.472], [0.041, -0.162, 4.733], [0.607, 0.099, 5.976], [0.289, -0.698, 7.061], [-0.596, -1.753, 6.911], [-1.158, -2.013, 5.673], [-0.848, -1.218, 4.582], [0.074, 2.564, 2.810], [-1.286, 1.979, 3.805], [0.197, 2.571, 4.586], [2.642, -1.093, 2.144], [1.458, -1.653, 3.374], [2.519, -1.231, -1.251], [2.729, 1.710, -3.018], [2.952, -0.025, -3.334], [1.142, -1.553, -3.420], [0.593, -2.135, -5.006], [-1.166, -2.561, -3.320], [-1.179, -0.833, -2.871], [-2.566, 0.008, -6.070], [-1.992, 0.710, -4.527], [-0.279, 1.140, -6.267], [-0.234, -0.600, -6.673], [0.007, 2.696, -3.017], [-2.067, 3.450, -1.924], [-2.959, 2.300, 0.039], [-1.792, 0.326, 0.997], [1.303, 0.918, 6.086], [0.734, -0.495, 8.023], [-0.843, -2.374, 7.759], [-1.845, -2.836, 5.551], [-1.270, -1.427, 3.611]]}


Entry 7:
{"formula": "C4H6N2O2", "method": "ωB97M-V/def2-TZVPD", "homo_lumo_gap_ha": [0.3038, 0.3038], "de_lowest_kcal_mol": 185.76, "e_homo_ev": [-7.96, -7.96], "lumo_energy_ev": [0.3, 0.3], "symbols": ["C", "C", "C", "C", "N", "N", "O", "O", "H", "H", "H", "H", "H", "H"], "positions_angstrom": [[0.223, 1.038, -1.147], [-0.966, 1.266, -0.450], [1.330, 0.192, -0.414], [-1.090, 0.664, 0.847], [-1.800, -0.673, 2.632], [-1.325, -0.141, 1.642], [0.882, -1.106, -0.001], [0.337, -1.756, -1.125], [0.601, 1.410, -1.977], [-1.912, 1.757, -0.850], [2.347, 0.199, -0.959], [1.588, 0.595, 0.643], [1.058, -1.956, -1.755], [-1.272, -1.488, 2.914]]}


| no. | total energy (Ha) |
| --- | --- |
| 1 | -327.584550 |
| 2 | -1409.397379 |
| 3 | -2099.820334 |
| 4 | -682.898574 |
| 5 | -6971.836329 |
| 6 | -1830.114552 |
| 7 | -415.744598 |